{
  "formula": "C7H5F3MgO3S",
  "method": "ωB97M-V/def2-TZVPD",
  "orbital_gap_ev": 3.9,
  "spin_multiplicity": 1,
  "homo_ev": -16.357,
  "e_lumo_ev": -12.460,
  "charge": 2,
  "largest_force_ev_per_a": 3.6,
  "symbols": ["C", "H", "Mg", "F", "H", "C", "O", "F", "H", "O", "H", "C", "S", "C", "C", "C", "F", "H", "O", "C"],
  "positions_angstrom": [[0.70138, -0.25982, 0.36698], [-2.57996, -0.52150, 1.44770], [1.13221, -1.70809, -3.61608], [-1.57759, 1.60400, -0.14147], [-0.26987, -1.30054, 1.83764], [1.06095, -1.05492, -0.82297], [0.27387, -1.51313, -1.65279], [-3.49617, 0.72087, -0.29662], [-1.99675, -1.61073, 0.24779], [3.96311, 0.48819, -0.23572], [-0.44857, 0.37107, 2.04388], [-1.85329, -0.61324, 0.64657], [1.65185, 2.10148, 1.50415], [-2.19533, 0.45566, -0.37558], [2.80718, 0.28135, -0.41017], [-0.47311, -0.38396, 1.26927], [-1.97742, 0.06796, -1.64008], [1.32140, 3.01084, 0.55963], [2.31549, -0.83277, -1.18706], [1.64062, 0.69729, 0.45493]]
}


{
  "formula": "C7H5FO3",
  "method": "ωB97M-V/def2-TZVPD",
  "orbital_gap_ev": 8.1,
  "spin_multiplicity": 1,
  "homo_ev": -9.572,
  "e_lumo_ev": -1.507,
  "largest_force_ev_per_a": 6.1,
  "symbols": ["H", "C", "C", "H", "H", "C", "F", "C", "H", "H", "C", "O", "O", "C", "O", "C"],
  "positions_angstrom": [[2.98843, 0.91709, -0.06622], [0.66959, -1.37931, 0.00547], [0.84767, 1.50643, 0.05834], [0.65939, 2.63996, 0.15841], [-2.61622, 0.28667, -0.55597], [1.99399, 0.65432, -0.12670], [3.00227, -1.46774, -0.07668], [-0.36677, 0.87693, 0.00550], [-1.40161, 2.51598, 1.05772], [0.76628, -2.55707, -0.26575], [1.83645, -0.70506, -0.11602], [-1.54725, 1.58749, -0.01303], [-1.71544, -2.41561, 0.32287], [-0.48884, -0.57440, 0.01999], [-2.89488, -0.63572, -0.40018], [-1.73304, -1.24994, -0.00774]]
}


{
  "formula": "C7H5IN5",
  "method": "ωB97M-V/def2-TZVPD",
  "orbital_gap_ev": [7.2, 7.2],
  "spin_multiplicity": 1,
  "smiles": "Ic1ccn2c3nccnc3[nH][n+]12",
  "homo_ev": [-12.198, -12.199],
  "e_lumo_ev": [-5.033, -5.033],
  "charge": 1,
  "largest_force_ev_per_a": 4.4,
  "symbols": ["N", "C", "N", "N", "C", "H", "H", "C", "C", "H", "N", "C", "C", "N", "I", "H", "H", "C"],
  "positions_angstrom": [[-0.61242, 1.24746, 0.38808], [1.26790, -2.57890, 1.32992], [1.00263, -1.40442, 1.95548], [0.06341, 0.76413, 1.45820], [-0.92948, 2.25581, -1.71839], [1.09191, -3.84945, -0.52092], [1.71172, -3.19107, 2.06720], [0.39874, -0.54746, 1.21547], [0.05639, -0.83848, -0.14254], [0.48552, 1.28465, 2.19841], [0.24814, -1.95830, -0.76775], [-0.90745, 0.90459, -1.81855], [0.85058, -2.84425, 0.00695], [-0.59724, 0.33870, -0.61767], [-1.22721, 4.38338, 0.71523], [-1.05107, 2.80718, -2.54059], [-1.12234, 0.43386, -2.75778], [-0.72976, 2.79259, -0.45075]]
}


{
  "formula": "C7H5N",
  "method": "ωB97M-V/def2-TZVPD",
  "orbital_gap_ev": 10.9,
  "spin_multiplicity": 1,
  "smiles": "C#CC(N)(C#C)C#C",
  "homo_ev": -10.027,
  "e_lumo_ev": 0.922,
  "largest_force_ev_per_a": 3.1,
  "symbols": ["C", "C", "C", "C", "C", "H", "N", "H", "C", "H", "C", "H", "H"],
  "positions_angstrom": [[1.46616, -0.40517, -0.38868], [-0.51551, 1.12367, -0.34514], [0.09071, -0.17547, 0.09941], [-0.92419, -1.13144, -0.22209], [2.64282, -0.30773, -0.71148], [-1.83541, 2.94792, -0.83489], [0.10816, -0.17068, 1.64908], [-2.44861, -2.68525, -0.91964], [-1.70179, -1.98765, -0.54441], [1.02967, 0.20818, 1.92055], [-1.15431, 2.10620, -0.59688], [-0.42273, 0.72945, 1.86987], [3.66502, -0.25204, -0.97570]]
}


{
  "formula": "C7H5N3OS",
  "method": "ωB97M-V/def2-TZVPD",
  "orbital_gap_ev": [6.7, 6.7],
  "spin_multiplicity": 1,
  "homo_ev": [-7.912, -8.051],
  "e_lumo_ev": [-1.201, -1.320],
  "largest_force_ev_per_a": 3.6,
  "symbols": ["C", "S", "O", "C", "C", "C", "N", "H", "N", "H", "C", "C", "N", "C", "H", "H", "H"],
  "positions_angstrom": [[0.04691, -0.18218, 0.09425], [2.45755, -1.71165, -0.02810], [4.26932, 1.92461, 0.02449], [-2.82140, 0.00207, 0.11344], [-2.17502, -1.24393, -0.16477], [1.50190, -0.13849, 0.03032], [3.86682, -1.33071, 0.03656], [-2.58562, 2.13897, 0.18007], [2.25814, 0.90563, 0.07951], [-2.58451, -2.22151, -0.27753], [-0.76622, -1.30936, -0.03449], [-0.62620, 1.01406, 0.03636], [3.36289, 1.17354, -0.19139], [-2.02522, 1.13234, 0.10575], [-0.12927, 1.89178, -0.02136], [-0.20538, -2.21654, -0.13263], [-3.84470, 0.17139, 0.14952]]
}


{
  "formula": "C7H5N5",
  "method": "ωB97M-V/def2-TZVPD",
  "orbital_gap_ev": [7.5, 7.5],
  "spin_multiplicity": 1,
  "homo_ev": [-8.363, -8.362],
  "e_lumo_ev": [-0.821, -0.821],
  "largest_force_ev_per_a": 6.9,
  "symbols": ["N", "H", "H", "H", "C", "N", "N", "C", "N", "C", "H", "C", "C", "C", "C", "N", "H"],
  "positions_angstrom": [[-2.76441, 1.27690, -0.12006], [1.48748, -2.14082, 0.52749], [2.83817, 1.94233, 0.01083], [3.43288, -0.63429, 0.12986], [2.09775, 1.14317, -0.00283], [0.18645, -0.65375, 0.16762], [-3.65111, 0.31519, 0.07906], [-0.76865, -1.67425, 0.21640], [-1.81667, -0.75283, -0.25870], [0.86779, 1.52908, -0.40048], [0.67491, 2.39702, -0.89865], [-0.24217, 0.61083, -0.37525], [-1.58690, 0.57185, -0.47909], [1.38502, -1.12724, 0.25207], [2.46689, -0.19499, 0.07403], [-3.22780, -0.85971, -0.14343], [-1.37963, -1.74849, 1.22114]]
}


{
  "formula": "C7H5NOS",
  "method": "ωB97M-V/def2-TZVPD",
  "orbital_gap_ev": 7.8,
  "spin_multiplicity": 1,
  "homo_ev": -8.814,
  "e_lumo_ev": -0.989,
  "largest_force_ev_per_a": 5.2,
  "symbols": ["C", "C", "N", "H", "C", "C", "H", "H", "C", "S", "C", "H", "C", "O", "H"],
  "positions_angstrom": [[0.55558, 1.29668, 0.70875], [0.17917, 0.57277, 1.72708], [-2.05779, 1.31490, -1.54034], [1.08562, 2.21028, 0.68033], [-0.08203, -0.81371, 1.64694], [0.14322, -0.95382, -0.81397], [1.11006, 1.34224, -1.49530], [-0.48661, -1.20128, 2.60840], [-0.96380, 1.18892, -1.18065], [0.03745, -1.76842, -2.16686], [-0.08066, -1.54875, 0.53370], [-0.45387, -2.61471, 0.64164], [0.37536, 0.90658, -0.67759], [0.35895, -0.91940, -3.33122], [0.27934, 0.98771, 2.65910]]
}


{
  "formula": "C7H5O2S",
  "method": "ωB97M-V/def2-TZVPD",
  "orbital_gap_ev": 6.7,
  "spin_multiplicity": 1,
  "homo_ev": -2.997,
  "e_lumo_ev": 3.728,
  "charge": -1,
  "largest_force_ev_per_a": 3.1,
  "symbols": ["C", "H", "C", "S", "C", "C", "H", "C", "O", "H", "H", "H", "C", "C", "O"],
  "positions_angstrom": [[-2.10946, -0.77992, -0.48811], [-1.56330, -2.63202, -1.20773], [-0.29208, 0.69055, 0.27804], [0.24739, 2.17151, 0.98676], [2.83458, 2.05967, 0.98145], [-1.22889, -1.69449, -0.93262], [0.92235, -2.31747, -0.97158], [0.62370, -0.34729, 0.01870], [2.94662, 2.09693, -0.17565], [-2.47589, 0.94639, 0.63611], [1.70164, -0.22476, 0.01240], [-3.13824, -0.85339, -0.79024], [0.13819, -1.50553, -0.59681], [-1.65180, 0.37156, 0.12839], [3.04517, 2.01826, 2.12089]]
}


{
  "formula": "C7H5OS",
  "method": "ωB97M-V/def2-TZVPD",
  "orbital_gap_ev": [7.7, 7.7],
  "spin_multiplicity": 1,
  "homo_ev": [-13.642, -13.642],
  "e_lumo_ev": [-5.958, -5.958],
  "charge": 1,
  "largest_force_ev_per_a": 1.5,
  "symbols": ["C", "H", "C", "S", "C", "C", "H", "C", "H", "H", "C", "O", "H", "C"],
  "positions_angstrom": [[0.14729, 1.10919, 0.00293], [-2.93223, -0.31452, 0.06297], [-1.24591, 0.98623, 0.05503], [3.78474, -0.47140, 0.02243], [-1.09351, -1.42252, 0.00133], [-1.85647, -0.24442, 0.04715], [0.86078, -2.25657, -0.06773], [0.26484, -1.35863, -0.03092], [-1.57973, -2.38464, -0.00332], [1.60504, 2.38559, -0.09835], [0.93739, -0.08766, -0.02265], [0.64001, 2.33225, -0.02649], [-1.82476, 1.89479, 0.08556], [2.29250, -0.16767, -0.02796]]
}


{
  "formula": "C7H5S3",
  "method": "ωB97M-V/def2-TZVPD",
  "orbital_gap_ev": 5.5,
  "spin_multiplicity": 1,
  "homo_ev": -2.704,
  "e_lumo_ev": 2.826,
  "charge": -1,
  "largest_force_ev_per_a": 2.0,
  "symbols": ["H", "S", "C", "H", "S", "C", "C", "C", "H", "H", "S", "C", "H", "C", "C"],
  "positions_angstrom": [[-5.70313, 2.78947, 1.38626], [-1.14361, 1.67452, 1.87351], [-4.43316, 3.21496, -0.31191], [-5.18769, 2.94121, -1.05038], [0.36166, -1.49309, 1.96879], [-2.09406, 3.52872, 0.15688], [-0.86240, -1.12164, 1.07468], [-3.14827, 3.58696, -0.75303], [-3.04266, 3.98094, -1.77360], [-3.60950, 2.67738, 2.97448], [-2.05789, -1.07443, 0.08426], [-4.66309, 2.90093, 1.04307], [-1.06895, 3.82124, -0.04014], [-3.56816, 2.86429, 1.90607], [-2.28566, 2.73485, 1.31444]]
}


{
  "formula": "C7H6",
  "method": "ωB97M-V/def2-TZVPD",
  "orbital_gap_ev": 8.7,
  "spin_multiplicity": 1,
  "homo_ev": -7.697,
  "e_lumo_ev": 0.973,
  "largest_force_ev_per_a": 4.7,
  "symbols": ["H", "H", "H", "C", "H", "C", "C", "C", "C", "H", "C", "H", "C"],
  "positions_angstrom": [[-2.69529, 0.01249, 0.02335], [-1.86283, -2.39913, 0.07523], [2.52974, 1.36040, -0.00718], [-1.15510, -1.58074, 0.04396], [0.86921, -2.55748, 0.22649], [0.33353, 1.52719, 0.38957], [-0.61658, 0.63181, -0.20024], [1.54893, 1.26493, -0.46590], [0.15457, -1.76760, 0.24096], [0.29288, 2.03533, 1.33691], [0.72279, 0.09087, -0.12699], [1.52863, 1.60794, -1.49880], [-1.65048, -0.22601, -0.03736]]
}


{
  "formula": "C7H6",
  "method": "ωB97M-V/def2-TZVPD",
  "orbital_gap_ev": 10.2,
  "spin_multiplicity": 1,
  "smiles": "C#C[C@@H]1C[C@@H]1C#C",
  "homo_ev": -9.229,
  "e_lumo_ev": 0.948,
  "largest_force_ev_per_a": 5.6,
  "symbols": ["H", "H", "C", "C", "H", "C", "C", "C", "H", "C", "H", "H", "C"],
  "positions_angstrom": [[0.02579, -1.00112, 1.60525], [1.26549, -1.07765, -1.22735], [-0.78286, -0.52546, -0.46103], [2.07202, 1.70656, -0.02648], [-1.16606, -1.27951, -1.15626], [0.74786, -0.48544, -0.54184], [-1.93977, 1.74132, 0.00170], [1.42388, 0.67866, -0.18427], [2.44768, 2.67467, 0.18227], [-1.52799, 0.61351, -0.13582], [0.29832, -2.37809, 0.35170], [-2.08114, 2.65416, 0.30556], [0.05897, -1.29656, 0.52248]]
}